1.
104
Properties=species:S:1:pos:R:3:forces:R:3:mulliken_charge:R:1 method="wB97M-V/def2-TZVPD" lumo_ev="3.236 / 3.228" e_tot_ev=-155244.5600 charge=-2 e_above_lowest_kcal_mol=0.0 multiplicity=2 molar_mass_g_mol=1010.07 s2=0.77 homo_lumo_gap_ev="2.96 / 6.10"
Rb -0.007 -0.122 -0.461 -0.004 0.256 -0.122 1.7912
H 2.754 1.069 -0.398 -0.015 0.018 0.043 -0.4181
H -0.557 -6.773 -6.409 -0.019 -0.001 0.005 0.3844
C 2.320 -0.646 -3.151 -0.017 0.256 -0.100 -0.7328
H 3.199 0.580 -6.185 -0.001 -0.006 0.001 0.3312
H 0.754 -3.117 -0.385 0.003 -0.028 0.035 -0.4199
H -3.195 3.980 -0.154 0.006 -0.001 0.003 0.5428
C 1.825 -4.445 -1.685 -0.089 0.117 0.129 -0.7230
N 1.585 0.349 -2.650 0.305 0.023 -0.236 1.3916
H -2.579 -5.459 -5.759 0.011 -0.002 -0.010 0.4115
C 0.156 3.659 -3.681 0.083 -0.089 0.084 -0.9930
H 1.847 2.427 -5.343 -0.008 -0.006 0.014 0.3171
C -1.298 3.051 0.223 0.157 0.101 -0.071 0.4932
H 1.909 1.824 4.257 -0.008 0.021 -0.022 0.1753
C -2.142 -1.661 -3.160 0.059 0.125 -0.096 0.1485
C 3.389 0.862 5.492 0.004 -0.030 0.038 -1.4106
H 5.654 0.109 -0.325 -0.015 0.010 -0.015 0.3889
H -2.571 -4.096 -3.764 0.009 -0.023 0.005 0.2508
N -0.505 2.422 1.100 -0.183 -0.002 0.010 -0.0394
C 2.249 -3.945 2.109 -0.028 -0.011 0.036 -0.7449
H -4.279 -1.369 -3.210 0.010 0.000 -0.002 0.3375
C -0.522 -3.802 -1.951 0.154 0.029 0.094 -0.8689
C -3.655 -3.841 -1.244 -0.090 -0.031 -0.077 -1.2575
C 0.666 -3.741 -1.267 0.093 -0.041 -0.115 1.5690
H -3.947 3.773 2.213 0.014 0.003 -0.008 0.4221
C -0.925 -0.602 -4.971 -0.019 0.002 -0.001 -0.6338
C -4.979 1.006 3.901 0.234 -0.289 -0.187 -0.2450
H -0.259 1.770 3.034 0.008 -0.018 -0.013 0.2162
H -2.104 0.487 -6.393 -0.006 0.000 0.009 0.3898
C -0.785 3.279 -1.165 0.190 0.000 -0.027 0.2994
C -0.553 -4.602 -3.149 -0.038 -0.001 -0.009 0.9147
C 1.788 -5.232 -2.789 0.005 -0.043 -0.071 -1.3589
C 2.742 0.513 -5.204 0.075 -0.246 0.123 -0.8737
H 1.181 -3.949 2.332 0.025 -0.005 0.019 0.1279
C -2.116 -0.133 -5.505 -0.006 -0.016 0.009 -0.5427
C -3.206 -0.715 3.848 0.150 -0.062 0.467 0.5106
C 0.566 -6.118 -4.727 0.043 -0.005 0.048 -0.8617
C -0.643 4.629 -3.141 0.133 0.051 0.143 -0.7929
C -3.334 -1.180 -3.709 0.096 0.011 -0.107 -0.1257
O 2.430 -0.027 3.501 0.117 -0.001 0.085 -0.1402
H 4.775 0.703 -1.756 -0.020 -0.034 -0.007 0.3883
H 4.275 -0.797 -0.980 0.011 0.028 -0.001 0.1160
P 2.114 0.002 1.893 0.138 -0.145 0.284 -0.5759
H -4.577 -3.302 -1.463 0.010 -0.017 -0.002 0.3348
H 3.830 -2.467 1.936 0.025 -0.022 0.002 0.2450
N 0.039 2.344 -1.664 -0.074 0.216 -0.163 0.6574
O -0.790 5.865 -5.159 0.240 0.094 0.123 -0.7569
H -1.696 -2.206 3.646 0.000 -0.004 -0.021 0.5262
C 0.525 2.513 -2.923 -0.133 -0.033 0.059 0.6058
C -2.562 3.524 0.594 -0.017 0.064 0.078 -0.8661
H 2.378 -4.270 1.080 -0.017 -0.010 -0.056 -0.0376
H -3.681 -4.184 -0.210 -0.036 0.013 0.001 0.3839
C 1.376 1.479 -3.446 0.109 -0.238 0.047 -0.1997
H 3.677 1.778 6.012 -0.008 -0.019 -0.007 0.4103
C -2.973 3.407 1.906 -0.044 -0.007 -0.016 -0.9276
C -0.947 -1.379 -3.819 -0.129 0.100 0.034 0.0787
H 2.749 -4.664 2.763 0.004 0.003 -0.029 0.4430
H -2.417 2.672 3.863 0.008 -0.002 -0.012 0.5514
S -1.333 -2.672 0.885 -0.140 -0.185 0.004 -0.4004
C 1.985 1.546 -4.731 -0.036 0.020 0.111 -0.7399
C -0.929 2.297 2.360 0.059 -0.022 -0.102 0.0421
C -0.999 5.905 -3.927 -0.663 -0.104 -0.146 0.4708
H -4.763 0.827 1.274 0.008 -0.006 -0.019 0.4892
H 3.518 1.733 3.525 0.025 0.001 -0.007 0.2936
N -3.097 -0.749 6.439 0.030 -0.029 0.097 -0.6294
H 3.494 -1.513 -4.727 -0.011 0.016 -0.002 0.4553
C -3.146 -0.735 5.290 -0.063 0.037 -0.417 -0.2863
O -1.535 6.810 -3.247 0.206 0.048 -0.034 -0.7551
H 1.461 -6.662 -5.009 0.008 0.006 0.016 0.3788
O 3.622 0.332 1.381 0.050 0.154 -0.114 -0.4603
H -1.734 5.210 -1.385 0.002 0.002 -0.034 0.6642
H 2.430 -1.518 -2.501 0.006 0.015 -0.029 0.4722
Ge -2.118 -2.643 -1.440 -0.325 -0.470 -0.079 1.4301
C 2.796 1.194 4.143 -0.080 0.028 -0.054 0.0443
C 0.598 -5.330 -3.549 -0.020 -0.003 -0.017 0.8642
H 2.749 -4.342 -1.130 0.004 0.038 0.050 0.4965
C 4.671 0.201 -0.793 0.055 -0.014 0.016 -1.2450
H 0.483 3.807 -4.701 0.027 -0.006 0.007 0.5090
H -0.005 -1.738 -3.424 -0.002 -0.016 -0.019 0.0351
C -2.375 -1.548 1.720 -0.041 -0.066 0.144 0.8410
H 4.274 0.235 5.370 -0.005 0.013 0.014 0.3205
C -2.368 -1.542 3.117 0.080 -0.132 -0.116 -1.0963
C -3.322 -0.436 -4.882 0.019 -0.027 0.076 -0.8334
O 1.972 -1.603 1.683 0.087 0.032 0.130 0.1966
C -1.127 4.435 -1.832 -0.067 0.047 -0.021 -0.9829
N -5.693 1.702 4.473 -0.045 0.081 0.030 -0.6248
H -4.253 -0.063 -5.293 0.003 -0.003 -0.004 0.3769
H 2.670 -5.769 -3.119 -0.021 -0.005 -0.014 0.2938
C -2.133 2.791 2.825 -0.010 0.015 0.007 -0.7438
C -4.091 0.130 3.173 -0.345 0.325 0.149 0.5642
C -3.229 -0.651 1.040 -0.170 0.012 -0.010 0.8514
S -3.221 -0.524 -0.687 -0.161 -0.013 0.180 -0.2663
H -3.570 -4.708 -1.899 -0.017 -0.018 0.011 0.4201
C 3.731 0.986 0.088 0.020 -0.063 -0.034 0.6696
C -4.093 0.153 1.791 0.099 0.012 -0.121 -1.2728
H 0.025 -0.348 -5.426 -0.006 -0.014 0.000 0.2876
C -1.693 -4.678 -3.999 0.020 -0.005 0.138 -0.3279
H 2.851 -2.334 3.402 -0.007 0.020 0.009 0.2337
H 2.664 0.326 6.105 0.019 0.008 -0.006 0.2865
C 2.819 -2.564 2.338 -0.013 0.071 -0.033 -0.2112
H 4.098 1.999 0.259 0.032 0.005 0.065 0.2560
C 2.922 -0.657 -4.392 -0.043 0.172 -0.145 -1.1965
C -0.552 -6.179 -5.503 -0.144 0.056 -0.036 -0.5424
C -1.696 -5.438 -5.132 0.072 -0.083 -0.066 -1.2368



2.
15
Properties=species:S:1:pos:R:3:forces:R:3:mulliken_charge:R:1 method="wB97M-V/def2-TZVPD" lumo_ev=-0.313 e_tot_ev=-43006.6775 charge=0 e_above_lowest_kcal_mol=29.2 multiplicity=1 molar_mass_g_mol=192.56 homo_lumo_gap_ev=9.85
C -2.684 2.108 -0.371 -0.220 0.588 -3.863 -0.6553
H -2.204 2.210 -1.403 -1.531 -0.015 0.495 0.3066
O -0.344 -0.662 0.666 0.275 0.833 0.531 -0.4680
Cl -2.956 -1.237 -0.016 0.183 0.694 -0.241 -0.2427
P 1.254 -1.900 -0.760 0.956 0.566 -0.070 0.4132
C 3.225 -1.109 0.906 -4.358 -1.049 2.038 -0.5656
H 3.335 -2.170 1.127 0.121 -0.168 -0.083 0.3072
H 4.122 -0.684 0.723 2.846 1.526 -0.137 0.2419
H 2.603 -0.668 1.772 1.541 -0.391 -1.029 0.2216
O 2.435 -0.888 -0.247 -0.932 -0.465 -1.173 -0.1898
H -3.712 1.653 -0.433 1.242 -0.079 0.371 0.2871
S -1.192 -0.046 -0.321 -1.717 1.137 0.446 0.8500
O -1.669 1.473 0.312 1.082 -3.048 1.905 -0.2703
O 0.574 -1.216 -1.878 0.387 -0.420 -0.019 -0.4945
H -2.787 3.137 -0.078 0.127 0.290 0.827 0.2587



3.
73
Properties=species:S:1:pos:R:3:forces:R:3:mulliken_charge:R:1 method="wB97M-V/def2-TZVPD" lumo_ev="-9.529 / -9.657" e_tot_ev=-168239.3480 charge=+3 e_above_lowest_kcal_mol=0.0 multiplicity=1 molar_mass_g_mol=736.11 homo_lumo_gap_ev="7.07 / 7.14"
H -1.009 0.557 -3.110 0.000 -0.032 0.031 0.5254
H -0.658 -3.558 -5.318 -0.014 -0.010 0.023 0.5252
H -1.319 -3.257 -3.097 0.020 -0.003 -0.010 0.2993
C 3.870 -2.739 1.431 -0.009 0.034 0.004 -1.1677
C -3.280 0.133 -0.890 -0.019 -0.019 -0.011 -0.6848
H 2.360 3.204 2.085 -0.008 -0.009 -0.002 0.5446
H 4.102 -1.893 2.072 0.014 -0.009 0.010 0.3777
H 0.585 0.051 4.879 -0.006 -0.002 0.007 0.5626
H -3.208 3.511 -2.209 0.016 -0.011 -0.002 0.3481
N 0.986 -0.998 -2.999 -0.045 -0.030 0.047 0.0231
H -1.651 -0.534 4.293 0.005 -0.008 -0.013 0.6002
H -0.079 -3.044 1.031 0.008 0.014 -0.021 0.6812
H -3.121 -0.636 -1.642 0.000 0.006 -0.006 0.6152
C 0.483 -0.707 4.105 0.006 -0.008 -0.019 -1.1823
H 2.710 -4.630 -0.783 0.000 -0.015 -0.018 0.5100
H 4.727 -2.942 0.790 0.003 -0.007 -0.018 0.4244
C 2.165 -3.746 -1.117 0.046 -0.019 0.027 -1.2723
C 2.544 -0.553 -0.420 0.005 0.331 -0.087 -1.1216
H -1.982 2.007 -3.051 -0.001 0.008 0.006 0.6519
H 1.243 -2.113 -6.180 -0.003 0.005 -0.010 0.4848
H 0.903 2.410 0.384 0.004 -0.022 0.005 0.2603
H 0.998 1.824 -2.283 0.028 0.020 -0.011 0.1379
H 2.218 -0.464 -4.549 -0.006 0.005 -0.015 0.5260
N -1.088 0.161 2.366 -0.063 0.124 0.062 -0.3206
W 0.395 -0.252 0.728 0.114 -0.542 -0.071 1.0329
C -0.924 -0.784 3.516 -0.002 -0.006 0.023 -0.6755
C 1.408 -1.122 -4.254 0.039 -0.054 -0.037 -0.1420
H -1.535 3.647 -0.290 -0.021 0.007 -0.031 0.5555
C -3.774 -0.479 0.413 0.012 0.011 -0.021 -1.4029
H -3.098 -1.262 0.771 -0.011 0.018 0.018 0.2352
H 1.619 1.790 3.972 0.007 0.006 0.010 0.4175
H 0.022 3.309 -2.163 0.014 -0.006 -0.006 0.3015
H -4.015 0.827 -1.295 0.021 0.005 -0.004 0.7496
C 2.206 2.137 1.910 0.015 -0.007 0.006 -1.0100
S 1.764 -0.339 2.849 0.013 0.059 0.046 0.1656
H 0.750 -1.659 4.562 0.003 0.014 0.013 0.4650
H 0.197 3.311 2.729 0.016 0.005 -0.021 0.6689
N 0.873 1.916 1.276 -0.062 -0.014 -0.006 -0.6645
H -4.746 -0.949 0.264 0.006 -0.018 -0.001 0.5136
H 2.981 -0.705 -1.408 -0.036 -0.061 -0.010 0.5720
C -2.363 2.935 -0.265 -0.013 -0.012 0.002 -0.5378
C 0.613 -2.287 1.393 -0.074 0.151 -0.016 -1.7343
H 1.696 0.103 -0.809 -0.022 0.063 0.057 0.1271
C 0.875 -2.031 -5.168 -0.012 0.025 0.029 -0.8375
H 3.690 -3.616 2.052 0.017 -0.012 0.008 0.4100
H -1.144 -1.785 3.158 -0.003 0.014 0.000 0.4143
C 2.272 1.370 3.209 -0.008 -0.007 -0.016 -0.7077
C 0.135 2.358 -2.690 -0.056 -0.013 0.016 -1.2285
H -0.864 3.079 1.370 0.059 -0.045 0.095 -0.0266
H 0.362 2.606 -3.726 0.005 -0.016 -0.004 0.4623
C -1.034 1.567 2.906 0.018 0.031 -0.052 -0.4981
H 3.263 0.004 0.175 0.023 -0.041 -0.002 0.5827
As -1.622 1.159 -0.746 -0.012 -0.058 -0.014 0.0846
H 1.134 -4.035 -1.302 -0.018 -0.006 -0.009 0.3642
H 2.974 1.803 1.215 -0.008 0.008 0.004 0.4159
H -2.031 0.004 2.018 0.051 0.001 -0.019 -0.4093
H -3.753 4.450 -0.837 -0.010 0.002 -0.010 0.4261
S -0.688 -1.767 -0.996 -0.012 0.023 -0.027 -0.6390
H -2.050 1.945 3.020 0.000 -0.009 0.004 0.4554
C -3.491 3.442 -1.160 0.006 0.018 -0.001 -1.4146
H -0.620 1.517 3.909 -0.006 -0.013 0.015 0.4408
H -3.925 0.277 1.190 0.012 0.003 0.021 0.3178
C -1.127 1.507 -2.596 0.059 0.068 0.010 -0.6923
H 3.286 1.349 3.605 -0.005 0.008 0.003 0.6297
C -0.225 2.554 2.066 0.008 -0.010 0.045 -0.6841
H 0.888 -2.547 2.415 0.012 0.035 0.003 0.9709
N -0.562 -2.674 -3.441 -0.006 -0.037 0.033 0.0138
H -2.721 2.874 0.765 0.001 0.004 -0.020 0.3458
H -4.393 2.841 -1.078 -0.006 -0.007 -0.002 0.3680
H 2.634 -3.396 -2.036 -0.007 0.022 -0.010 0.3661
C -0.001 -1.779 -2.580 -0.021 0.116 -0.052 0.3974
Ge 2.317 -2.436 0.310 -0.131 -0.072 0.060 0.9008
C -0.148 -2.817 -4.716 0.046 0.007 -0.040 -0.2152



Q: What is the multiplicity in the third record?
A: 1